Entry from the Open Molecules 2025 dataset: a 15-piece molecular cluster, H30O15 overall in a non-equilibrium geometry (ωB97M-V/def2-TZVPD).

```
45
Properties=species:S:1:pos:R:3:forces:R:3:nbo_charge:R:1
O 2.36141 2.45638 -0.35263 0.2238 0.7711 -0.2617 -0.94
H 3.00641 2.69006 0.31268 0.1428 -0.4025 0.8038 0.51
H 2.44797 3.20603 -0.95039 -0.0452 0.1574 -0.2917 0.48
O -1.98953 -1.73030 2.48507 -2.8028 0.5113 0.6089 -1.01
H -2.34735 -2.11000 1.62686 0.2914 0.5422 0.8112 0.52
H -2.82214 -1.43190 3.02162 2.3173 -1.0080 -1.6142 0.48
O 0.01499 2.86759 1.76083 -0.8148 1.0631 -1.0161 -0.97
H 0.39653 2.04684 2.03199 0.3309 -1.0962 0.6192 0.49
H -0.68306 2.60156 1.12809 0.6642 0.2033 0.6634 0.47
O 2.96236 -0.62846 1.68583 1.9550 0.5144 2.0779 -0.95
H 3.75858 -1.15312 1.93231 -0.9637 0.6452 -0.1419 0.45
H 2.68385 -1.01854 0.88775 -0.8841 -0.8568 -1.7770 0.49
O 0.06034 0.02004 0.18980 -0.9318 -0.9994 0.8759 -1.00
H 0.23471 0.85950 -0.24442 -0.5655 -0.3427 0.1883 0.49
H -0.84101 -0.02302 0.61419 1.4047 0.7435 -0.6263 0.49
O -2.20477 -0.06955 -1.45635 0.0084 -0.4267 -0.6246 -0.94
H -1.74295 0.64979 -1.03754 0.4753 0.6624 0.1246 0.50
H -3.08193 -0.06368 -1.09573 -0.9300 0.3488 0.1093 0.48
O -0.23753 2.28892 -1.16815 -0.9933 0.7378 -1.1768 -0.99
H 0.61694 2.36595 -0.74987 0.7344 0.5430 0.5858 0.50
H -0.13578 2.77951 -2.00614 -0.2436 -0.5139 0.3928 0.50
O -2.43728 1.34824 1.46184 0.3320 -1.2714 0.0862 -0.95
H -2.57557 1.66292 2.34924 0.2023 0.1183 0.6792 0.49
H -2.82873 2.00804 0.92919 -0.7895 1.1668 -1.0471 0.47
O 0.58884 -2.44745 1.29755 -0.6639 -1.1500 0.6200 -0.96
H -0.24569 -2.59680 1.77374 0.5934 -0.1882 0.0213 0.47
H 0.42317 -1.59581 0.91391 0.3988 0.8100 -0.4791 0.48
O 2.08506 0.62432 -2.25276 -0.0636 -0.4914 0.0575 -1.02
H 2.28961 1.24650 -1.54604 0.2123 0.1177 -0.0720 0.48
H 2.26362 -0.21070 -1.78015 0.2536 -0.0207 -0.3218 0.50
O 0.09896 -2.08503 -2.13563 0.2605 -0.2842 0.0816 -0.95
H 0.52756 -1.73387 -2.92346 -0.4678 0.1380 -0.1191 0.47
H -0.44505 -1.36769 -1.77861 0.0864 -0.0430 -0.1340 0.50
O 2.46616 -1.72953 -0.86942 1.8358 0.5113 0.5370 -1.00
H 3.02129 -2.51124 -0.75803 -0.4446 0.0796 -0.2049 0.49
H 1.63778 -1.95302 -1.27504 -1.4339 -0.9924 -0.1885 0.51
O -2.51811 -2.35560 -0.15040 -1.0408 -3.0064 1.4457 -1.01
H -2.76182 -3.17953 -0.65306 0.6684 1.9365 0.3274 0.51
H -2.34436 -1.56074 -0.62237 0.4640 0.5385 -1.5542 0.49
O -0.35914 0.41654 3.52437 1.4147 0.7661 0.1488 -0.95
H -0.86810 -0.06896 2.89796 -0.6939 -1.0215 -0.6348 0.49
H -0.93503 0.66772 4.22844 -0.5659 0.1620 0.6805 0.46
O -0.17760 0.34663 -3.88328 -2.9465 0.4636 -1.0441 -0.95
H 0.10011 0.46513 -3.00562 1.0894 0.4157 1.8009 0.48
H 0.53631 0.00631 -4.35815 1.9254 -0.5522 -1.0172 0.46
```
Positions in Å, forces in eV/Å.

ΔE to the lowest compared entry with this formula, charge and spin ... 193.9 kJ/mol
Molar mass ... 270.2 g mol⁻¹
Highest occupied orbital energy ... -9.66 eV
Electronic energy ... -31199.6560 eV
Gap between HOMO and LUMO ... 9.55 eV
LUMO level ... -0.0038 Ha
Charge ... 0